[1]
{"formula": "C4H4ClFS2", "method": "the ωB97M-V functional and the def2-TZVPD basis", "smiles": "CSC(=S)/C=C(\\F)Cl", "total_charge": 0, "e_above_lowest_kj_mol": 0.00, "orbital_gap_ev": 8.022, "multiplicity": 1, "total_energy_ev": -41121.84290, "species": ["C", "C", "C", "C", "H", "H", "H", "H", "F", "S", "S", "Cl"], "coordinates": [[0.354093, 1.298514, 1.977930], [0.439726, -0.393982, -0.059251], [-0.032969, -1.032358, -1.306366], [-1.054142, -0.643527, -2.099998], [-0.355371, 1.425854, 2.807369], [0.863277, 0.385722, 2.311232], [1.149639, 2.025408, 2.020662], [0.573384, -1.913962, -1.533854], [-1.651942, 0.484642, -1.966497], [-0.457955, 1.022490, 0.438338], [1.728408, -1.005184, 0.766794], [-1.556147, -1.653617, -3.356359]], "forces_ev_per_angstrom": [[-0.07, -0.54, 2.01], [0.04, 0.15, -0.47], [0.31, 0.04, 0.37], [2.51, -1.76, 1.00], [-0.13, 0.62, -0.54], [-0.20, 0.02, -0.47], [-0.09, 0.61, -0.41], [-0.74, 0.18, -0.19], [-1.27, 1.15, -0.15], [0.39, -0.17, 0.29], [-0.26, -0.37, -0.81], [-0.48, 0.07, -0.64]]}

---

[2]
{"formula": "C2H7N2", "method": "the ωB97M-V functional and the def2-TZVPD basis", "smiles": "C/[NH+]=C/N", "total_charge": 1, "e_above_lowest_kj_mol": 320.74, "orbital_gap_ev": 9.144, "multiplicity": 1, "total_energy_ev": -5158.14163, "species": ["C", "C", "N", "N", "H", "H", "H", "H", "H", "H", "H"], "coordinates": [[1.030949, -0.314610, -0.249251], [-1.605649, -0.110159, 0.043744], [2.158856, 0.210049, 0.120584], [-0.436276, 0.610427, -0.277183], [0.696310, -1.125771, -0.838791], [-1.859548, -0.817277, -0.677866], [-2.511642, 0.456078, 0.246022], [-1.390920, -0.558631, 0.937371], [3.081086, -0.330419, -0.065226], [2.366842, 1.036819, 0.590365], [-0.334412, 1.551301, 0.104219]], "forces_ev_per_angstrom": [[-5.35, 6.41, 0.73], [-0.86, 0.42, 0.47], [1.46, -4.55, -2.13], [6.43, -0.92, -0.89], [0.99, -1.51, -0.19], [-0.27, -1.24, -1.37], [0.34, 0.78, -0.36], [-0.21, -1.76, 2.40], [-2.11, 0.91, 0.16], [-0.60, 1.93, 1.05], [0.19, -0.47, 0.13]]}

---

[3]
{"formula": "C39H75N3O9", "method": "the ωB97M-V functional and the def2-TZVPD basis", "smiles": "CC1(C)CCCC(C)(C)N1O.CC1(C)CCCC(C)(C)N1O.CC1(C)CCCC(C)(C)N1O.O=C1CCCO1.O=C1CCCO1.O=C1CCCO1", "total_charge": 0, "e_above_lowest_kj_mol": 624.76, "orbital_gap_ev": 8.048, "multiplicity": 1, "total_energy_ev": -64548.98148, "species": ["C", "C", "C", "C", "C", "C", "N", "O", "C", "C", "C", "H", "H", "H", "H", "H", "H", "H", "H", "H", "H", "H", "H", "H", "H", "H", "H", "H", "H", "H", "C", "C", "C", "C", "C", "C", "N", "O", "C", "C", "C", "H", "H", "H", "H", "H", "H", "H", "H", "H", "H", "H", "H", "H", "H", "H", "H", "H", "H", "H", "C", "C", "C", "C", "C", "C", "N", "O", "C", "C", "C", "H", "H", "H", "H", "H", "H", "H", "H", "H", "H", "H", "H", "H", "H", "H", "H", "H", "H", "H", "O", "C", "O", "C", "C", "C", "H", "H", "H", "H", "H", "H", "O", "C", "O", "C", "C", "C", "H", "H", "H", "H", "H", "H", "O", "C", "O", "C", "C", "C", "H", "H", "H", "H", "H", "H"], "coordinates": [[-0.496548, 6.196521, -7.465387], [-1.839058, 6.253481, -6.594777], [-3.126858, 5.683831, -7.318287], [-3.157778, 4.207741, -7.311417], [-3.006038, 3.663211, -5.807617], [-1.756118, 4.225451, -4.996847], [-1.543398, 5.668911, -5.313607], [-0.598538, 6.262201, -4.535457], [-1.984568, 4.095411, -3.553937], [-0.512068, 3.358821, -5.541757], [-2.123998, 7.796031, -6.649387], [0.340332, 6.374981, -6.790197], [-0.455358, 6.897881, -8.298757], [-0.380148, 5.205891, -7.904947], [-4.013068, 6.175791, -6.917417], [-3.120838, 6.040951, -8.348107], [-2.372458, 3.914071, -8.007937], [-4.108358, 3.740681, -7.569007], [-3.058548, 2.587421, -5.974997], [-3.935698, 3.807621, -5.257187], [-2.842118, 4.697111, -3.252817], [-2.147438, 3.052181, -3.283297], [-1.090368, 4.502161, -3.081627], [-0.269918, 3.522971, -6.591767], [0.374712, 3.527161, -4.930707], [-0.633538, 2.299351, -5.316187], [-2.748578, 8.087061, -5.804807], [-2.606648, 8.176631, -7.549547], [-1.174248, 8.324181, -6.564957], [-0.985008, 6.517231, -3.694507], [3.890012, 2.741141, 1.594093], [2.914552, 1.545821, 1.248943], [1.619102, 1.796521, 2.138443], [0.303002, 1.150091, 1.646083], [0.199122, 1.341921, 0.137873], [1.342912, 0.926681, -0.712827], [2.562712, 1.541331, -0.174247], [3.724072, 1.340961, -0.889167], [1.424982, -0.596399, -0.726887], [0.877322, 1.609141, -2.096177], [3.566852, 0.150261, 1.787833], [3.810072, 3.531631, 0.847883], [4.886512, 2.401421, 1.876363], [3.495522, 3.188071, 2.506633], [1.846192, 1.424401, 3.137473], [1.467032, 2.875841, 2.144493], [-0.548948, 1.583351, 2.170063], [0.301872, 0.072551, 1.810443], [-0.166828, 2.352141, -0.045517], [-0.618138, 0.674181, -0.134717], [2.423882, -0.917109, -1.022587], [1.262462, -1.100979, 0.225523], [0.763472, -1.072249, -1.450817], [0.984352, 2.685191, -1.959207], [1.558352, 1.239671, -2.862847], [-0.077688, 1.243601, -2.473597], [2.986992, -0.730739, 1.512683], [3.805442, 0.333731, 2.835463], [4.575302, 0.102461, 1.376913], [3.783752, 2.120311, -1.446537], [-1.556498, -2.399609, 1.576453], [-0.872988, -3.327919, 2.575573], [-1.903288, -4.109739, 3.400753], [-1.266508, -5.147489, 4.311513], [-0.562098, -6.164169, 3.420733], [0.531882, -5.473889, 2.653853], [-0.018958, -4.325719, 1.831653], [1.054372, -3.693589, 1.179213], [1.682532, -5.090779, 3.667783], [1.035022, -6.626429, 1.677093], [-0.141768, -2.364969, 3.537653], [-2.288928, -3.033909, 1.077133], [-0.973458, -2.042649, 0.727493], [-2.234248, -1.592379, 1.854183], [-2.593258, -3.527739, 4.011733], [-2.572068, -4.536309, 2.653183], [-2.146228, -5.595669, 4.773383], [-0.536118, -4.724129, 5.001013], [-1.112158, -6.499119, 2.541343], [-0.293808, -7.084959, 3.938693], [1.580942, -4.137729, 4.186893], [1.715272, -5.886999, 4.411463], [2.674702, -5.186609, 3.226743], [0.212272, -6.775909, 0.977923], [1.855522, -6.306219, 1.034963], [1.304612, -7.534939, 2.215633], [0.714662, -1.918899, 3.032033], [0.139492, -2.719589, 4.529233], [-0.708358, -1.467989, 3.787653], [1.088232, -4.148969, 0.334773], [0.018692, -1.167599, -4.219567], [-0.996098, -1.614749, -4.679017], [-1.852048, -2.293649, -3.891197], [-2.792328, -2.952849, -4.620707], [-2.774648, -2.275719, -5.939557], [-1.365118, -1.653389, -6.134137], [-3.735638, -2.835329, -4.087357], [-2.559368, -4.016689, -4.575017], [-3.551008, -1.527619, -5.779187], [-3.106608, -2.949449, -6.729487], [-1.416148, -0.640969, -6.534767], [-0.484728, -2.142139, -6.551427], [6.010642, -3.888079, 4.277303], [5.260742, -3.677339, 5.238143], [5.392582, -4.308859, 6.402793], [4.524022, -3.691229, 7.431173], [3.561232, -2.797879, 6.622683], [4.345532, -2.383609, 5.352923], [5.011742, -2.930709, 8.040963], [3.827782, -4.356239, 7.942173], [3.293992, -1.924289, 7.217273], [2.681182, -3.354959, 6.301323], [4.989562, -1.548299, 5.627813], [3.784802, -2.190779, 4.438323], [-3.348638, 1.257531, 3.862043], [-3.004798, 0.994461, 4.993093], [-3.443018, 0.001051, 5.591823], [-2.613558, -0.465499, 6.612063], [-1.364618, 0.356101, 6.465543], [-1.683038, 1.494441, 5.713743], [-2.490668, -1.537829, 6.460043], [-2.978368, -0.261439, 7.618723], [-0.748468, -0.260599, 5.811223], [-0.922548, 0.528261, 7.446883], [-0.967918, 1.747911, 4.931143], [-1.903868, 2.295091, 6.419643]], "forces_ev_per_angstrom": [[-0.97, -1.06, -0.08], [0.99, 1.81, -2.76], [0.80, 0.82, 0.30], [-0.28, -0.95, 2.28], [0.52, 0.82, -1.37], [0.51, -0.99, -4.06], [-3.74, -1.27, 0.30], [1.87, 0.60, -0.15], [0.33, -0.06, 0.97], [-0.34, 0.28, 1.67], [0.47, -0.07, 1.77], [-0.04, 0.08, -0.06], [-0.20, 0.17, 0.12], [0.19, -0.13, 0.01], [-0.05, -0.23, 0.57], [0.40, 0.15, -0.11], [0.06, -0.75, 0.32], [-0.03, 0.33, -0.75], [0.98, -0.31, 0.61], [-0.11, 0.77, -0.03], [-0.11, -0.05, 0.03], [0.13, 0.06, 0.20], [-0.08, -0.40, 0.56], [-0.26, -0.01, 0.17], [0.22, 0.74, -0.13], [-0.59, -0.23, -0.42], [-0.12, 0.11, 0.11], [0.03, -0.62, -0.18], [-0.06, 0.18, 0.20], [-0.50, 0.18, -0.05], [-1.10, -0.90, 0.42], [-0.68, -1.22, 1.43], [-0.08, -0.40, -1.03], [1.60, -0.08, -0.33], [-2.14, -0.06, 1.78], [-0.37, 0.37, -0.49], [-1.00, 1.63, 1.13], [0.67, -0.68, -1.03], [0.59, -0.74, -0.83], [2.30, -1.64, 0.42], [0.47, 2.37, -1.05], [0.48, -0.25, -0.17], [0.19, 0.17, -0.70], [0.05, 0.07, 0.15], [0.12, 0.36, 0.15], [-0.08, 0.08, 0.23], [-0.08, -0.05, -0.07], [0.05, -0.07, 0.41], [0.33, 0.19, -0.25], [-0.30, 0.14, -0.43], [0.18, 0.14, -0.16], [-0.22, 0.39, 0.22], [-0.27, 0.22, -0.08], [-0.33, -0.07, -0.23], [0.31, 0.38, -0.26], [-0.26, 0.27, 0.64], [0.04, 0.10, 0.48], [-0.66, -0.51, 0.32], [-0.09, -0.39, -0.54], [0.18, 0.07, -0.15], [-1.39, -1.16, -1.92], [0.45, 1.61, 1.18], [0.10, 0.17, -0.59], [-1.08, -0.91, -1.43], [-0.89, 0.58, -0.57], [2.36, -0.46, 0.26], [-0.98, -1.09, 1.37], [0.27, 0.40, 0.31], [0.10, -0.74, -0.64], [-0.23, 1.89, -0.18], [0.84, 0.66, 0.14], [-0.12, -0.39, -0.41], [0.61, 0.05, 0.41], [0.62, 0.19, 1.11], [0.40, 0.88, -0.15], [-0.03, -0.74, 0.11], [0.44, -0.24, 0.78], [-0.38, 0.00, 0.28], [-1.39, -0.11, 0.55], [0.64, 0.25, 0.06], [-0.03, -0.09, -0.29], [-0.26, 0.00, 0.29], [-0.02, 0.56, -0.34], [-0.14, -0.47, 0.11], [0.34, 0.01, 0.30], [-0.08, 0.14, -0.02], [0.44, -0.31, 0.08], [0.27, -0.51, -0.19], [-0.75, -0.13, -0.35], [-0.04, 0.13, -0.24], [-0.17, 0.34, 0.03], [1.77, 0.44, 0.93], [1.78, 1.33, 1.50], [-1.13, -1.65, 0.48], [-0.61, -0.48, -2.07], [-1.25, 0.27, 1.43], [-0.24, -0.06, -0.25], [0.08, -0.22, -0.47], [0.35, 0.59, -0.82], [-0.02, 0.17, -0.12], [0.09, -0.09, 0.04], [-0.66, -0.60, -0.65], [-2.15, -0.22, 2.26], [2.48, 2.37, -3.02], [-1.10, -0.09, 1.73], [-1.25, 1.36, -2.00], [-0.22, 0.59, -1.13], [0.35, -2.20, 1.38], [0.90, -1.02, 0.39], [1.16, -0.63, 0.30], [-0.37, -0.15, 0.01], [-0.17, 0.05, 0.24], [0.24, -0.02, -0.44], [0.07, -0.06, 0.22], [-0.28, 0.86, 0.68], [3.52, 3.66, -3.97], [-3.42, -4.06, 2.39], [0.16, -0.10, 1.47], [2.45, -4.13, 1.23], [-2.54, 3.05, -1.85], [0.10, 0.10, 0.16], [-0.90, -0.25, -0.13], [0.83, -0.15, 0.52], [0.36, -0.11, -0.25], [-0.14, 0.42, 0.29], [-0.07, 0.66, -0.61]]}

---

[4]
{"formula": "C6H10", "method": "the ωB97M-V functional and the def2-TZVPD basis", "smiles": "C=CCC(=C)C", "total_charge": 0, "e_above_lowest_kj_mol": 99.83, "orbital_gap_ev": 10.223, "multiplicity": 1, "total_energy_ev": -6382.82486, "species": ["C", "C", "C", "C", "C", "C", "H", "H", "H", "H", "H", "H", "H", "H", "H", "H"], "coordinates": [[-1.069869, -0.763103, 1.529300], [-0.652204, 0.295129, 0.542375], [0.849207, 0.498195, 0.367251], [1.246674, 0.386977, -1.088435], [1.500506, -0.771265, -1.689270], [-1.531231, 0.980867, -0.185316], [-0.718975, -0.522761, 2.541852], [-2.157473, -0.881227, 1.560705], [-0.627412, -1.733564, 1.266053], [-1.212726, 1.733884, -0.904237], [1.149583, 1.471704, 0.777013], [1.385530, -0.259874, 0.951727], [1.253621, 1.306804, -1.676478], [1.478621, -1.710620, -1.135640], [1.705575, -0.829251, -2.755074], [-2.599425, 0.798100, -0.101821]], "forces_ev_per_angstrom": [[-0.03, -0.03, 0.02], [-0.15, 0.08, -0.11], [0.07, -0.04, 0.04], [0.02, -0.15, -0.10], [-0.01, 0.13, 0.06], [0.05, -0.05, 0.11], [-0.03, 0.00, -0.17], [0.17, 0.05, -0.01], [-0.05, 0.16, 0.01], [-0.06, -0.15, 0.11], [-0.08, -0.16, -0.09], [-0.10, 0.09, -0.13], [-0.01, -0.19, 0.12], [0.05, 0.17, -0.10], [0.02, 0.02, 0.19], [0.14, 0.07, 0.04]]}

---

> Which value of multiplicity does entry 1 give?

1